ORCA calculation (the ωB97M-V functional and the def2-TZVPD basis) on 2 unconnected molecules or ions with the total composition C6H4N4O3S at a distorted geometry.

Last column: Mulliken charge in e.
Cartesian coordinates (Å):
C -0.96 -1.78 0.30  -0.07
C 0.76 -0.33 1.30  0.33
C 1.95 0.27 1.05  0.04
C 1.04 -0.33 -1.16  0.32
C -1.04 2.49 1.64  0.69
C -1.33 -0.59 -1.89  -0.67
N -0.10 -1.09 0.87  -0.06
N 1.77 0.60 -0.37  -0.20
N -0.11 0.13 -1.78  0.09
N -1.53 -1.51 -0.92  0.07
O 2.79 0.70 1.78  -0.57
O 1.26 -1.53 -1.17  -0.48
O -0.42 2.99 0.81  -0.35
S -1.87 1.80 2.71  -0.35
H -1.60 -2.34 1.06  0.32
H 1.79 1.61 -0.45  0.29
H -0.01 0.73 -2.58  0.30
H -2.40 -1.82 -1.21  0.30

Calculated values
Total charge   0
DFT total energy   -1073.81515 Ha
HOMO   -8.32 eV
Relative energy (zero: lowest compared OMol25 entry of this formula, charge and spin)   35.9 kJ/mol

=====

ORCA calculation (the ωB97M-V functional and the def2-TZVPD basis) on a single C6H4N4OS molecule at a distorted geometry.

Last column: Mulliken charge in e.
Cartesian coordinates (Å):
C -2.29 0.00 -0.05  0.15
C -0.16 0.40 0.08  0.52
C 1.28 0.18 0.18  0.51
C 1.63 -1.15 0.22  -0.40
C 3.76 -0.56 -0.14  -0.06
C 3.38 0.84 -0.31  -0.13
H -0.86 -1.50 -0.24  0.18
H 1.04 -2.03 0.68  0.35
H 4.83 -0.85 -0.23  0.35
H 4.17 1.59 -0.46  0.37
N -1.07 -0.57 -0.05  -0.03
N -0.69 1.53 0.26  -0.37
N 2.89 -1.53 0.12  -0.54
N 2.14 1.21 -0.07  -0.48
O -2.01 1.37 0.10  -0.12
S -3.85 -0.68 -0.14  -0.30

Calculated values
Total charge   0
SMILES   S=c1[nH]c(-c2cnccn2)no1
DFT total energy   -923.41903 Ha
HOMO   -8.76 eV
Relative energy (zero: lowest compared OMol25 entry of this formula, charge and spin)   0.0 kJ/mol

=====

ORCA calculation (the ωB97M-V functional and the def2-TZVPD basis) on a single C6H4N4S molecule at a distorted geometry.

Last column: Mulliken charge in e.
Cartesian coordinates (Å):
C -4.36 -1.07 -0.52  -0.03
C -3.87 0.81 0.75  0.05
C -1.50 2.18 -0.37  0.42
C -2.12 -0.14 -0.76  -0.17
C -3.33 -0.09 -0.24  0.37
C 1.59 0.47 0.22  -0.74
N -5.27 -1.77 -0.62  -0.36
N -4.48 1.27 1.61  -0.35
N -2.13 3.09 -0.16  -0.42
N -0.94 0.99 -0.64  -0.16
S 0.59 0.71 -1.32  0.02
H -1.69 -1.02 -1.16  0.51
H 1.92 -0.49 0.25  0.29
H 0.80 0.75 0.93  0.25
H 2.38 1.14 0.12  0.32

Calculated values
Total charge   0
SMILES   CSN(C#N)C=C(C#N)C#N
DFT total energy   -848.11000 Ha
HOMO   -10.30 eV
Relative energy (zero: lowest compared OMol25 entry of this formula, charge and spin)   328.5 kJ/mol

=====

ORCA calculation (the ωB97M-V functional and the def2-TZVPD basis) on 2 unconnected molecules or ions with the total composition C6H4N6 at a distorted geometry.

Last column: Mulliken charge in e.
Cartesian coordinates (Å):
C -0.09 1.06 -0.66  0.33
C -2.44 0.40 -1.02  -0.06
C -1.25 -1.10 0.22  0.63
C 1.13 -1.00 0.31  -0.07
C 2.34 -0.25 0.68  0.08
C -0.03 -0.35 -0.11  0.58
H 1.71 1.99 0.16  0.39
H 0.34 3.32 -0.03  0.29
H -3.39 0.66 -1.15  0.50
H 1.23 -2.89 1.27  0.26
N 1.01 1.75 -0.79  -0.75
N -1.27 1.05 -1.46  -0.50
N -2.46 -0.66 -0.13  -0.66
N -0.78 -2.24 0.75  -0.71
N 0.61 -2.16 0.85  0.21
N 3.35 0.42 1.11  -0.51

Calculated values
Total charge   0
DFT total energy   -559.25840 Ha
HOMO   -9.21 eV
Relative energy (zero: lowest compared OMol25 entry of this formula, charge and spin)   829.4 kJ/mol

=====

ORCA calculation (the ωB97M-V functional and the def2-TZVPD basis) on a single C6H4O molecule.

Last column: Mulliken charge in e.
Cartesian coordinates (Å):
C 3.80 0.44 0.26  -0.26
C 2.66 0.07 0.33  -0.35
C 1.30 -0.18 0.31  0.72
C 0.10 -0.20 0.17  -0.70
C -1.21 0.27 -0.25  0.14
C -2.39 -0.54 -0.57  -0.36
O -2.32 0.21 0.63  -0.40
H 4.79 0.82 0.14  0.44
H -1.11 1.22 -0.77  0.29
H -2.37 -1.62 -0.44  0.26
H -3.06 -0.16 -1.34  0.24

Calculated values
Total charge   0
SMILES   C#CC#C[C@H]1CO1
DFT total energy   -306.08396 Ha
HOMO   -9.48 eV
Relative energy (zero: lowest compared OMol25 entry of this formula, charge and spin)   334.9 kJ/mol

=====

ORCA calculation (the ωB97M-V functional and the def2-TZVPD basis) on a single C6H4O molecule.

Last column: Mulliken charge in e.
Cartesian coordinates (Å):
C -1.01 -0.84 -1.73  0.00
C 0.23 -0.54 -2.31  -0.79
C 0.03 -0.77 -0.91  0.42
C 0.36 -0.91 0.49  -0.23
C 0.35 0.12 1.35  -0.29
C 0.22 1.50 0.86  0.00
O 0.35 1.81 -0.30  -0.46
H -2.08 -1.00 -1.78  0.36
H 0.49 -1.93 0.83  0.33
H 0.41 -0.06 2.42  0.34
H 0.01 2.28 1.62  0.32

Calculated values
Total charge   0
SMILES   O=C/C=C\C1=C=C1
DFT total energy   -306.08703 Ha
HOMO   -8.86 eV
Relative energy (zero: lowest compared OMol25 entry of this formula, charge and spin)   326.9 kJ/mol

=====

ORCA calculation (the ωB97M-V functional and the def2-TZVPD basis) on a single C6H4O molecule at a distorted geometry.

Last column: Mulliken charge in e.
Cartesian coordinates (Å):
C 2.32 -1.78 -0.82  0.17
C 1.39 -1.05 -0.57  -0.45
C 0.29 -0.22 -0.24  0.10
C 0.21 1.08 0.19  -0.48
C -1.14 1.29 0.62  -0.35
C -1.80 0.11 0.39  -0.29
O -0.97 -0.81 -0.12  -0.30
H 3.12 -2.45 -1.09  0.41
H 1.05 1.76 0.30  0.41
H -1.59 2.22 0.93  0.37
H -2.86 -0.15 0.42  0.40

Calculated values
Total charge   0
SMILES   C#Cc1ccco1
DFT total energy   -306.17789 Ha
HOMO   -8.54 eV
Relative energy (zero: lowest compared OMol25 entry of this formula, charge and spin)   88.3 kJ/mol

=====

ORCA calculation (the ωB97M-V functional and the def2-TZVPD basis) on a single C6H4O molecule.

Last column: Mulliken charge in e.
Cartesian coordinates (Å):
C 0.22 2.57 -2.78  -0.32
C 0.03 1.82 -1.85  -0.15
C -0.16 0.97 -0.78  0.14
C -0.30 0.23 0.17  -0.20
C -0.55 -0.75 1.20  0.05
C 0.12 -2.05 1.17  -0.35
O 0.44 -1.08 2.15  -0.39
H 0.39 3.23 -3.60  0.44
H -1.54 -0.67 1.65  0.29
H 0.95 -2.24 0.49  0.26
H -0.46 -2.93 1.46  0.23

Calculated values
Total charge   0
SMILES   C#CC#C[C@H]1CO1
DFT total energy   -306.09162 Ha
HOMO   -9.46 eV
Relative energy (zero: lowest compared OMol25 entry of this formula, charge and spin)   314.8 kJ/mol

=====

ORCA calculation (the ωB97M-V functional and the def2-TZVPD basis) on a molecular structure, C6H4O.

Last column: Mulliken charge in e.
Cartesian coordinates (Å):
C 2.14 -0.25 -0.49  -0.40
C 1.76 0.32 0.58  -0.24
C 0.46 0.20 1.02  0.41
C -0.55 1.08 0.52  -0.29
C -1.14 0.32 -0.45  -0.35
C -0.54 -0.98 -0.40  -0.46
O 0.04 -1.09 0.86  -0.23
H 0.88 -0.66 -1.00  0.39
H -0.57 2.16 0.63  0.39
H -1.80 0.67 -1.24  0.37
H -0.97 -1.90 -0.79  0.39

Calculated values
Total charge   0
DFT total energy   -305.98344 Ha
HOMO   -9.03 eV
Relative energy (zero: lowest compared OMol25 entry of this formula, charge and spin)   598.8 kJ/mol

=====

ORCA calculation (the ωB97M-V functional and the def2-TZVPD basis) on a molecular structure, C6H4O2Sn at a distorted geometry.

Last column: Mulliken charge in e.
Cartesian coordinates (Å):
Sn -0.39 2.69 0.71  1.28
C 1.30 -0.12 0.57  -0.64
C 0.75 -1.31 0.63  -0.29
C -0.65 -1.41 0.12  0.22
O -1.34 -2.31 0.45  -0.28
C -1.20 -0.36 -0.72  -0.33
C -0.56 0.75 -0.85  -0.40
C 0.69 0.95 -0.22  1.02
O 1.26 2.16 -0.37  -0.53
H 2.16 0.13 1.15  0.48
H 1.16 -2.19 1.12  0.46
H -2.16 -0.56 -1.14  0.53
H -1.02 1.58 -1.47  0.48

Calculated values
Total charge   +2
DFT total energy   -594.98936 Ha
HOMO   -19.54 eV

=====

ORCA calculation (the ωB97M-V functional and the def2-TZVPD basis) on a molecular structure, C6H4S2SbSe4W at a distorted geometry.

Last column: Mulliken charge in e.
Cartesian coordinates (Å):
W -0.06 -0.24 0.67  0.93
S 1.39 -1.25 -0.82  -0.20
C 0.56 -2.74 -0.27  0.29
C 1.28 -3.91 -0.07  -0.60
C 0.62 -5.07 0.31  -0.52
C -0.75 -5.06 0.50  -0.50
C -1.48 -3.90 0.32  -0.55
C -0.84 -2.73 -0.07  0.68
S -1.82 -1.25 -0.41  -0.16
H 2.36 -3.90 -0.20  0.45
H 1.18 -5.98 0.45  0.42
H -1.27 -5.96 0.79  0.41
H -2.56 -3.88 0.46  0.44
Se -2.15 1.03 2.25  -0.20
Sb 0.22 1.58 2.51  0.77
Se 1.02 -1.10 2.54  -0.17
Se 0.86 1.81 -0.03  -0.17
Se 1.55 2.93 3.97  -0.30

Calculated values
Total charge   +1
DFT total energy   -10940.23992 Ha
HOMO   -12.10 eV

=====

ORCA calculation (the ωB97M-V functional and the def2-TZVPD basis) on a molecular structure, C6H50CrO28 at a distorted geometry.

Last column: Mulliken charge in e.
Cartesian coordinates (Å):
Cr -0.02 -0.54 -0.79  0.13
C 0.57 2.57 -3.40  -0.30
C 0.25 4.01 -3.27  0.30
C -0.81 4.34 -2.33  0.69
O -1.38 5.40 -2.43  -0.78
C -1.15 3.40 -1.31  -0.73
C -0.65 2.15 -1.34  0.45
C 0.19 1.70 -2.40  -0.62
O 0.63 0.48 -2.29  -0.09
O -0.93 1.22 -0.39  0.41
O 0.78 4.95 -3.79  -0.64
H 1.31 2.29 -4.12  0.54
H -1.81 3.64 -0.47  0.58
O -2.27 3.34 -5.61  -0.60
H -2.24 3.25 -6.56  0.27
H -2.00 4.26 -5.50  0.32
O -2.30 0.00 2.82  -0.66
H -2.69 0.82 2.43  0.46
H -1.49 0.21 3.34  0.27
O -0.85 -1.56 0.89  0.59
H -0.14 -1.78 1.57  0.29
H -1.52 -1.06 1.42  0.07
O 1.38 -1.68 2.12  -0.34
H 1.34 -1.24 3.00  0.11
H 1.76 -2.56 2.32  0.33
O -0.25 -4.04 5.28  -0.56
H -0.88 -3.68 5.89  0.29
H 0.57 -4.18 5.78  0.29
O -0.86 -4.59 2.10  -0.67
H -1.60 -3.99 1.76  0.34
H -1.00 -4.57 3.05  0.28
O 5.25 0.18 2.71  -0.67
H 4.75 0.20 1.84  0.43
H 6.09 -0.27 2.56  0.29
O -1.47 6.22 -5.03  -0.71
H -0.53 6.35 -5.31  0.32
H -1.48 6.35 -4.02  0.35
O 2.77 -0.10 4.58  -0.55
H 3.35 -0.07 5.34  0.24
H 3.40 -0.04 3.83  0.31
O -4.53 -1.62 1.43  -0.76
H -4.53 -1.00 0.65  0.38
H -4.10 -1.11 2.13  0.33
O 3.48 -0.36 0.79  -0.70
H 2.94 0.40 0.49  0.32
H 2.75 -1.04 1.05  0.27
O 0.04 2.70 2.54  -0.65
H 0.01 2.53 1.61  0.20
H 0.54 3.52 2.54  0.27
O -3.22 2.13 1.54  -0.83
H -2.38 1.84 1.02  0.16
H -3.86 1.75 0.97  0.51
O 0.01 0.22 4.18  -0.72
H 0.25 1.03 3.74  0.36
H 0.79 -0.16 4.60  0.17
O 1.04 -2.39 -0.94  -0.37
H 0.56 -3.26 -1.08  0.23
H 1.64 -2.21 -1.76  0.40
O -0.31 -4.66 -1.12  -0.76
H -0.89 -4.61 -0.31  0.32
H 0.47 -5.25 -1.05  0.29
O -4.07 0.63 -0.49  -0.83
H -3.04 0.64 -0.45  0.31
H -4.17 1.07 -1.35  0.29
O 4.96 0.31 -1.52  -0.63
H 5.91 0.18 -1.47  0.27
H 4.53 -0.25 -0.83  0.38
O 3.45 2.37 0.25  -0.61
H 4.23 2.75 0.64  0.25
H 3.65 2.02 -0.65  0.33
O -1.73 -1.92 -2.16  -0.51
H -2.25 -2.35 -1.47  0.23
H -2.44 -1.48 -2.62  0.24
O -2.94 -3.65 0.52  -0.61
H -3.64 -4.39 0.52  0.27
H -3.58 -2.88 0.72  0.31
O 1.93 -4.37 2.38  -0.69
H 2.69 -4.71 1.84  0.29
H 1.05 -4.69 2.01  0.37
O -2.39 0.87 -4.08  -0.62
H -1.45 1.06 -3.98  0.21
H -2.50 1.71 -4.56  0.38
O 2.30 -1.32 -3.70  -0.77
H 1.63 -0.63 -3.54  0.29
H 3.08 -0.83 -3.30  0.38

Calculated values
Multiplicity   5
Total charge   0
DFT total energy   -3409.96689 Ha
HOMO (alpha / beta)   -8.08 / -8.22 eV

=====

ORCA calculation (the ωB97M-V functional and the def2-TZVPD basis) on 2 unconnected molecules or ions with the total composition C6H5Br at a distorted geometry.

Last column: Mulliken charge in e.
Cartesian coordinates (Å):
C 1.06 1.24 0.13  0.36
C -1.10 -2.59 -0.63  0.05
C 0.01 0.69 0.13  -0.73
C -1.16 -1.40 -0.37  -0.45
C -2.42 0.51 0.26  -0.89
C -1.20 -0.03 -0.03  0.24
Br 4.53 0.46 0.11  -0.23
H 2.05 1.70 -0.17  0.33
H -1.26 -3.66 -0.73  0.41
H 5.23 1.72 0.48  0.22
H -3.25 -0.13 0.11  0.36
H -2.48 1.49 0.70  0.33

Calculated values
Total charge   0
SMILES   C#CC(=C)C#C.Br
DFT total energy   -2805.46400 Ha
HOMO   -8.97 eV
Relative energy (zero: lowest compared OMol25 entry of this formula, charge and spin)   462.8 kJ/mol